Molecular formula: C58H48CoP3S2Si
Method: DFT, wB97M-V/def2-TZVPD

Computed properties:
Multiplicity   2
Frontier orbital gap (spin up / spin down)   5.98 / 5.69 eV
Energy   -155967.8173 eV
Total charge   -1
Expectation value of S²   0.798

Structure (XYZ):
```
113
C58H48CoP3S2Si wB97M-V/def2-TZVPD
Co -0.787 -0.652 0.855
C 5.346 0.523 4.472
C 5.858 0.687 3.191
C 5.134 0.257 2.085
C 3.885 -0.348 2.237
C 3.394 -0.528 3.534
C 4.111 -0.089 4.641
P 2.789 -0.921 0.851
C 4.055 -1.140 -0.474
C 5.042 -2.104 -0.233
C 6.001 -2.407 -1.185
C 5.989 -1.756 -2.415
C 5.001 -0.822 -2.679
C 4.033 -0.522 -1.722
C 1.963 0.671 0.438
C 2.770 1.770 0.108
C 2.226 2.979 -0.275
C 0.841 3.103 -0.295
C 0.043 2.035 0.080
C 0.550 0.772 0.459
Si -0.126 -1.589 -1.072
C -1.348 -2.329 -2.371
C -1.952 -3.586 -2.397
C -2.925 -3.877 -3.348
C -3.319 -2.913 -4.272
C -2.703 -1.668 -4.281
C -1.704 -1.403 -3.354
P -0.678 0.092 -3.201
C 0.722 -0.268 -4.351
C 1.865 0.520 -4.205
C 2.950 0.363 -5.057
C 2.923 -0.614 -6.043
C 1.801 -1.420 -6.182
C 0.702 -1.241 -5.349
C -1.578 1.364 -4.184
C -1.068 1.924 -5.353
C -1.728 2.976 -5.980
C -2.896 3.491 -5.443
C -3.411 2.945 -4.274
C -2.752 1.899 -3.645
C 0.082 -1.486 2.405
C 0.728 -2.699 2.671
C 0.822 -3.192 3.966
C 0.278 -2.495 5.046
C -0.382 -1.296 4.815
C -0.462 -0.819 3.509
P -1.396 0.584 2.858
C -0.481 2.064 3.423
C -1.019 3.328 3.166
C -0.323 4.477 3.508
C 0.937 4.380 4.089
C 1.493 3.131 4.319
C 0.786 1.979 3.989
C -2.939 0.636 3.840
C -3.977 -0.181 3.382
C -5.220 -0.155 3.999
C -5.447 0.695 5.075
C -4.422 1.511 5.536
C -3.175 1.485 4.920
H 5.913 0.858 5.333
H 6.826 1.152 3.048
H 5.556 0.384 1.095
H 2.440 -1.027 3.672
H 3.704 -0.234 5.635
H 5.056 -2.612 0.726
H 6.754 -3.158 -0.974
H 6.741 -1.981 -3.161
H 4.977 -0.321 -3.640
H 3.256 0.198 -1.947
H 3.850 1.670 0.141
H 2.864 3.810 -0.551
H 0.381 4.042 -0.588
H -1.029 2.198 0.095
H -1.687 -4.328 -1.652
H -3.401 -4.851 -3.355
H -4.100 -3.139 -4.988
H -2.990 -0.918 -5.011
H 1.892 1.276 -3.425
H 3.818 1.002 -4.950
H 3.776 -0.750 -6.697
H 1.774 -2.188 -6.945
H -0.178 -1.860 -5.479
H -0.162 1.531 -5.793
H -1.320 3.394 -6.893
H -3.399 4.321 -5.926
H -4.320 3.344 -3.841
H -3.138 1.486 -2.720
H 1.158 -3.271 1.856
H 1.308 -4.147 4.142
H 0.353 -2.896 6.051
H -0.847 -0.753 5.632
H -1.990 3.406 2.687
H -0.757 5.450 3.308
H 1.484 5.278 4.350
H 2.482 3.043 4.752
H 1.231 1.008 4.161
H -3.802 -0.832 2.530
H -6.019 -0.781 3.622
H -6.418 0.721 5.554
H -4.596 2.184 6.367
H -2.382 2.125 5.287
C -4.554 -3.306 0.021
C -3.532 -2.187 0.083
S -2.056 -2.515 0.950
C -3.742 -0.991 -0.489
C -5.026 -0.671 -1.223
S -2.536 0.265 -0.457
H -4.127 -4.227 0.421
H -4.874 -3.497 -1.007
H -5.446 -3.069 0.611
H -5.881 -1.180 -0.772
H -4.968 -0.981 -2.272
H -5.219 0.402 -1.200
```


Molecular formula: C58H48N4PS2SbV
Method: DFT, wB97M-V/def2-TZVPD

Computed properties:
Multiplicity   2
Frontier orbital gap (spin up / spin down)   6.53 / 6.18 eV
Energy   -130058.7825 eV
Total charge   +2
Expectation value of S²   1.033
Energy above the lowest of the compared OMol25 structures with the same formula, charge and spin   10.8 kcal per mole

Structure (XYZ):
```
115
C58H48N4PS2SbV wB97M-V/def2-TZVPD
V -0.882 0.296 0.452
N 0.564 0.649 3.017
P -0.122 -0.821 2.458
C -0.700 -1.470 4.084
C 0.302 -1.735 5.019
C -0.022 -2.174 6.286
C -1.348 -2.394 6.622
C -2.347 -2.136 5.701
C -2.033 -1.644 4.443
C 1.341 -1.860 2.218
C 1.103 -3.226 2.074
C 2.148 -4.084 1.797
C 3.437 -3.589 1.667
C 3.678 -2.233 1.809
C 2.630 -1.364 2.063
C -0.165 1.794 2.797
C -0.009 2.917 3.615
C -0.801 4.023 3.396
C -1.750 3.968 2.376
C -1.803 2.850 1.574
N -1.008 1.783 1.746
H 1.073 0.633 3.901
H 1.341 -1.607 4.745
H 0.761 -2.357 7.003
H -1.599 -2.751 7.606
H -3.379 -2.317 5.960
H -2.839 -1.399 3.764
H 0.096 -3.614 2.179
H 1.962 -5.143 1.689
H 4.251 -4.268 1.469
H 4.685 -1.851 1.735
H 2.827 -0.307 2.176
H 0.715 2.882 4.414
H -0.706 4.901 4.014
H -2.436 4.781 2.212
H -2.522 2.789 0.763
S 0.598 4.769 -3.036
C 0.766 5.697 -4.462
C -0.125 5.336 -5.426
C -0.978 4.302 -5.014
C -0.731 3.882 -3.728
C -1.458 2.892 -2.983
C -0.932 2.338 -1.799
N -1.528 1.392 -1.099
C -2.769 1.010 -1.488
C -3.414 1.529 -2.636
C -4.737 1.086 -2.942
C -5.385 0.206 -2.143
C -4.755 -0.338 -0.983
C -5.376 -1.236 -0.118
C -4.653 -1.799 0.934
C -3.305 -1.416 1.077
N -2.724 -0.480 0.345
C -3.426 0.047 -0.686
C -5.291 -2.706 1.856
C -4.739 -3.657 2.682
C -5.700 -4.340 3.447
C -6.968 -3.897 3.215
S -7.025 -2.661 2.041
C -2.715 2.458 -3.404
H 1.513 6.464 -4.504
H -0.185 5.808 -6.389
H -1.732 3.872 -5.647
H 0.022 2.705 -1.433
H -5.213 1.487 -3.823
H -6.387 -0.117 -2.375
H -6.407 -1.514 -0.275
H -2.686 -1.880 1.836
H -3.689 -3.888 2.718
H -5.468 -5.128 4.141
H -7.882 -4.231 3.664
H -3.168 2.863 -4.294
C -0.231 -0.717 -3.448
C 0.738 0.377 -3.788
C 0.807 0.799 -5.113
C 1.697 1.772 -5.526
C 2.522 2.375 -4.595
C 2.460 1.970 -3.275
C 1.610 0.951 -2.863
Sb 1.732 0.390 -0.766
C 3.744 1.244 -0.405
C 4.750 1.013 -1.337
C 6.019 1.538 -1.171
C 6.297 2.327 -0.067
C 5.290 2.603 0.835
C 4.005 2.083 0.678
C 2.971 2.508 1.681
C 1.713 -1.778 -1.048
C 0.472 -2.306 -0.725
C 0.178 -3.641 -0.917
C 1.171 -4.486 -1.380
C 2.420 -3.977 -1.682
C 2.701 -2.618 -1.557
C 4.022 -2.099 -2.023
H -1.031 -0.753 -4.184
H -0.676 -0.601 -2.454
H 0.283 -1.678 -3.480
H 0.156 0.330 -5.836
H 1.753 2.051 -6.566
H 3.223 3.140 -4.892
H 3.106 2.445 -2.553
H 4.536 0.462 -2.238
H 6.782 1.337 -1.908
H 7.281 2.741 0.082
H 5.482 3.258 1.674
H 2.952 3.596 1.739
H 3.221 2.135 2.674
H 1.972 2.170 1.400
H -0.321 -1.642 -0.339
H -0.813 -4.013 -0.710
H 0.966 -5.535 -1.521
H 3.189 -4.645 -2.042
H 4.649 -2.910 -2.384
H 4.553 -1.581 -1.224
H 3.855 -1.412 -2.856
```


Molecular formula: C58H50BrN6O6STeTi
Method: DFT, wB97M-V/def2-TZVPD

Computed properties:
Multiplicity   2
Frontier orbital gap (spin up / spin down)   6.81 / 5.84 eV
Energy   -193470.0014 eV
Expectation value of S²   0.757

Structure (XYZ):
```
124
C58H50BrN6O6STeTi wB97M-V/def2-TZVPD
Ti 0.279 -0.187 0.157
Br -6.249 3.606 -4.913
C -6.292 3.304 -3.033
C -5.249 3.764 -2.244
C -5.275 3.543 -0.882
C -6.364 2.884 -0.289
C -7.420 2.462 -1.111
C -7.380 2.648 -2.475
N -6.558 2.837 1.076
N -5.724 2.624 1.964
C -4.467 2.107 1.805
C -3.490 2.593 2.679
C -2.164 2.232 2.571
C -1.721 1.334 1.584
O -0.481 0.996 1.477
C -2.716 0.791 0.688
N -2.287 -0.053 -0.268
C -3.173 -0.671 -1.011
C -4.554 -0.579 -0.793
C -5.015 0.316 0.139
C -4.094 1.107 0.854
H -4.424 4.301 -2.692
H -4.473 3.918 -0.260
H -8.265 1.975 -0.650
H -8.192 2.302 -3.100
H -3.809 3.319 3.414
H -1.425 2.658 3.235
H -2.790 -1.301 -1.804
H -5.229 -1.208 -1.354
H -6.074 0.391 0.347
C 3.058 -0.425 -3.340
C 1.931 0.114 -2.492
O 1.776 -0.357 -1.359
C 1.055 1.143 -3.007
C 1.144 1.666 -4.307
C 0.265 2.623 -4.749
C -0.745 3.089 -3.904
C -0.847 2.618 -2.621
C 0.056 1.650 -2.123
O -0.028 1.294 -0.882
H 3.544 -1.230 -2.792
H 3.786 0.358 -3.540
H 2.686 -0.802 -4.289
H 1.918 1.307 -4.968
H 0.347 3.016 -5.750
H -1.442 3.831 -4.266
H -1.611 2.971 -1.942
C -5.025 -5.674 4.177
C -3.902 -4.778 3.761
C -2.586 -5.188 3.949
C -1.538 -4.345 3.626
C -1.800 -3.089 3.108
C -3.098 -2.670 2.892
C -4.145 -3.517 3.221
S -0.377 -2.101 2.628
O 0.753 -2.968 2.813
O -0.362 -0.862 3.355
N -0.673 -1.693 1.085
C -0.566 -2.532 0.041
C -0.739 -3.929 0.059
C -0.690 -4.608 -1.134
C -0.448 -3.915 -2.321
C -0.253 -2.552 -2.251
N -0.318 -1.872 -1.112
H -4.671 -6.696 4.283
H -5.845 -5.644 3.464
H -5.413 -5.354 5.143
H -2.378 -6.168 4.352
H -0.504 -4.627 3.755
H -3.270 -1.687 2.475
H -5.162 -3.189 3.060
H -0.900 -4.421 1.004
H -0.848 -5.677 -1.155
H -0.402 -4.427 -3.268
H -0.032 -1.969 -3.141
C 2.270 8.678 2.170
C 2.230 7.187 1.994
C 3.292 6.390 2.396
C 3.262 5.007 2.266
C 4.464 4.215 2.692
C 2.128 4.394 1.726
Te 2.113 2.064 1.824
N 1.798 0.093 1.183
C 2.222 -1.122 1.431
O 1.903 -2.003 0.600
C 3.066 -1.463 2.602
C 3.818 -2.634 2.559
C 4.576 -3.015 3.649
C 4.604 -2.221 4.785
C 3.860 -1.054 4.828
C 3.077 -0.680 3.749
C 3.239 2.246 0.007
C 2.789 3.114 -0.983
C 3.489 3.268 -2.167
C 4.658 2.554 -2.371
C 5.096 1.673 -1.399
C 4.397 1.495 -0.210
C 4.915 0.526 0.804
C 1.066 5.183 1.296
C -0.149 4.562 0.666
C 1.126 6.569 1.427
H 3.192 8.989 2.654
H 1.429 9.006 2.779
H 2.200 9.180 1.206
H 4.169 6.858 2.825
H 5.245 4.870 3.073
H 4.857 3.653 1.845
H 4.193 3.502 3.470
H 3.772 -3.240 1.667
H 5.142 -3.936 3.615
H 5.195 -2.516 5.642
H 3.877 -0.429 5.709
H 2.433 0.190 3.824
H 1.889 3.688 -0.823
H 3.125 3.945 -2.926
H 5.228 2.684 -3.280
H 6.009 1.115 -1.557
H 6.004 0.499 0.796
H 4.552 -0.478 0.578
H 4.555 0.800 1.803
H -0.047 3.473 0.632
H -0.281 4.940 -0.350
H -1.043 4.815 1.235
H 0.296 7.174 1.081
```


Molecular formula: C58H51CeF2GeNP3
Method: DFT, wB97M-V/def2-TZVPD

Computed properties:
Multiplicity   1
Frontier orbital gap (spin up / spin down)   6.60 / 6.56 eV
Energy   -165203.4739 eV
Total charge   +1
Energy above the lowest of the compared OMol25 structures with the same formula, charge and spin   10.5 kcal per mole

Structure (XYZ):
```
117
C58H51CeF2GeNP3 wB97M-V/def2-TZVPD
Ce 0.570 0.867 -0.051
F -1.960 -0.194 -0.795
Ge -2.089 0.384 0.937
C -0.103 2.478 -1.844
C -0.327 3.882 -1.649
C -0.818 4.597 -2.699
C -1.190 3.987 -3.860
C -1.051 2.657 -4.079
C -0.456 1.894 -3.072
P 0.112 0.165 -2.969
C 1.826 0.462 -3.542
C 2.931 0.173 -2.707
C 4.135 0.819 -2.895
C 4.298 1.759 -3.920
C 3.237 2.127 -4.730
C 2.020 1.423 -4.573
C -0.660 -0.844 -4.320
C -2.018 -1.000 -4.304
C -2.682 -1.805 -5.207
C -1.868 -2.486 -6.170
C -0.506 -2.363 -6.144
C 0.127 -1.534 -5.230
C -2.859 -1.164 1.705
C -4.158 -1.108 2.232
C -4.793 -2.277 2.584
C -4.049 -3.464 2.503
C -2.741 -3.497 2.081
C -2.112 -2.294 1.651
P -0.356 -2.121 1.106
C -0.109 -3.627 0.138
C 0.369 -4.826 0.554
C 0.680 -5.767 -0.364
C 0.241 -5.615 -1.687
C -0.427 -4.492 -2.113
C -0.477 -3.376 -1.192
C 0.617 -2.275 2.621
C 0.196 -2.943 3.810
C 0.938 -2.990 4.907
C 2.211 -2.341 4.945
C 2.613 -1.659 3.756
C 1.870 -1.634 2.570
C -2.920 2.161 0.719
C -4.158 2.378 0.038
C -4.622 3.646 -0.112
C -3.864 4.765 0.289
C -2.705 4.597 1.063
C -2.257 3.280 1.260
P -0.534 2.943 1.906
C -0.833 1.852 3.382
C 0.337 1.223 3.851
C 0.173 0.310 4.901
C -0.996 0.114 5.579
C -2.138 0.880 5.143
C -2.056 1.691 4.017
C 0.012 4.359 3.041
C 1.293 4.973 2.777
C 1.733 5.975 3.645
C 1.022 6.260 4.776
C -0.141 5.562 5.113
C -0.641 4.610 4.251
H 0.154 4.365 -0.796
H -0.769 5.688 -2.608
H -1.644 4.553 -4.674
H -1.383 2.140 -4.977
H 3.322 -0.427 -0.881
H 4.944 0.581 -2.181
H 5.261 2.236 -3.962
H 3.333 2.823 -5.516
H 1.211 1.659 -5.294
H -2.561 -0.410 -3.559
H -3.814 -1.780 -5.226
H -2.207 -3.073 -7.016
H 0.051 -2.894 -6.848
H 1.205 -1.395 -5.341
H -4.692 -0.173 2.267
H -5.843 -2.358 2.974
H -4.489 -4.387 2.853
H -2.220 -4.420 2.026
H 0.586 -5.085 1.557
H 1.201 -6.678 -0.056
H 0.361 -6.402 -2.411
H -0.762 -4.467 -3.143
H -0.839 -2.424 -1.527
H -0.768 -3.455 3.901
H 0.673 -3.613 5.781
H 2.840 -2.244 5.790
H 3.551 -1.095 3.720
H 2.075 -1.003 1.748
H -4.725 1.594 -0.448
H -5.469 3.751 -0.750
H -4.134 5.773 0.158
H -2.276 5.444 1.563
H 1.330 1.291 3.413
H 1.049 -0.216 5.251
H -1.151 -0.512 6.436
H -3.060 0.693 5.755
H -2.901 2.137 3.562
H 1.865 4.611 1.955
H 2.665 6.442 3.393
H 1.382 7.060 5.395
H -0.614 5.521 6.119
H -1.569 4.126 4.464
F 2.477 1.359 0.811
C 4.769 -2.266 -2.189
C 3.301 -2.234 -1.881
C 3.016 -2.993 -0.575
C 2.627 -2.902 -3.102
N 2.809 -0.802 -1.660
H 5.194 -3.211 -2.423
H 5.399 -1.889 -1.365
H 4.999 -1.721 -3.153
H 3.738 -2.622 0.091
H 3.222 -4.092 -0.732
H 2.005 -2.961 -0.240
H 2.825 -3.984 -3.002
H 3.105 -2.479 -3.953
H 1.460 -2.740 -3.116
```


no.,molar mass (Da)
1,989.097
2,1068.862
3,1214.512
4,1105.697